1.
{
  "formula": "C24H31BrCl2CoN7O2S",
  "method": "ωB97M-V/def2-TZVPD",
  "total_charge": -1,
  "orbital_gap_ev": [4.752, 4.729],
  "s_squared": 3.77,
  "de_lowest_kj_mol": 0.00,
  "fmax_ha_per_bohr": 0.0135,
  "multiplicity": 4,
  "molar_mass_g_mol": 691.4,
  "energy_ev": -183467.367,
  "species": ["Co", "C", "C", "N", "C", "C", "S", "C", "C", "N", "H", "H", "H", "H", "H", "H", "H", "H", "H", "H", "H", "H", "H", "H", "Cl", "C", "C", "C", "C", "C", "Cl", "C", "N", "H", "H", "H", "Br", "C", "C", "C", "C", "C", "C", "C", "O", "O", "H", "H", "H", "H", "C", "C", "C", "C", "N", "C", "N", "N", "N", "H", "H", "H", "H", "H", "H", "H", "H", "H", "H"],
  "xyz": [[0.01, 0.04, 1.38], [2.25, 2.35, 1.18], [1.15, 2.80, 2.16], [0.55, 1.68, 2.87], [1.15, 1.27, 4.13], [2.62, 0.86, 4.06], [3.03, -0.66, 3.16], [3.99, -0.06, 1.75], [3.22, 0.19, 0.46], [2.02, 1.01, 0.62], [3.22, 2.35, 1.67], [2.32, 3.08, 0.37], [0.36, 3.28, 1.59], [1.57, 3.55, 2.84], [-0.44, 1.84, 3.03], [0.56, 0.43, 4.50], [1.10, 2.09, 4.86], [2.94, 0.69, 5.09], [3.25, 1.68, 3.69], [4.72, -0.85, 1.55], [4.57, 0.81, 2.06], [2.91, -0.77, 0.04], [3.93, 0.65, -0.26], [1.58, 1.13, -0.29], [1.29, -3.40, 1.17], [-0.01, -3.62, 2.36], [-0.41, -4.91, 2.63], [-1.44, -5.18, 3.53], [-2.05, -4.08, 4.14], [-1.65, -2.79, 3.87], [-2.47, -1.48, 4.71], [-0.60, -2.43, 2.93], [-0.23, -1.22, 2.66], [0.10, -5.73, 2.12], [-1.76, -6.19, 3.74], [-2.85, -4.23, 4.85], [-3.70, 1.19, -0.87], [-2.97, 2.79, -1.58], [-3.87, 3.70, -2.13], [-3.40, 4.85, -2.74], [-2.03, 5.09, -2.81], [-1.15, 4.17, -2.26], [-1.60, 3.02, -1.61], [-0.55, 2.11, -0.97], [0.45, 1.83, -1.65], [-0.82, 1.68, 0.17], [-4.93, 3.48, -2.10], [-4.10, 5.56, -3.16], [-1.66, 5.98, -3.29], [-0.08, 4.32, -2.32], [0.52, -0.89, -4.71], [-0.45, -2.05, -4.53], [0.25, -3.28, -3.97], [-1.70, -1.69, -3.73], [-1.47, -1.60, -2.29], [-0.66, -0.83, -1.58], [-0.83, -1.09, -0.31], [-1.79, -2.04, -0.24], [-2.18, -2.35, -1.42], [1.26, -1.13, -5.47], [1.06, -0.67, -3.79], [0.01, 0.03, -5.02], [-0.84, -2.31, -5.52], [0.64, -3.09, -2.97], [1.08, -3.57, -4.60], [-0.43, -4.14, -3.89], [-2.45, -2.47, -3.84], [-2.14, -0.75, -4.07], [0.00, -0.06, -1.98]],
  "mulliken_charge": [0.06, -0.89, -1.22, 0.19, -0.85, -0.69, -0.04, -0.85, -0.96, 0.50, 0.59, 0.36, 0.49, 0.38, 0.31, 0.28, 0.44, 0.52, 0.27, 0.42, 0.39, 0.38, 0.36, 0.19, -0.27, 0.96, -0.64, -0.37, -0.58, 0.47, -0.29, -0.92, -0.15, 0.34, 0.33, 0.34, -0.14, 0.10, -0.58, -0.49, -0.66, -0.37, 0.20, 0.88, -0.93, -0.49, 0.42, 0.37, 0.38, 0.37, -1.40, 0.81, -1.41, -1.10, 1.12, -1.13, 0.76, -0.29, -0.87, 0.44, 0.26, 0.37, 0.29, 0.23, 0.44, 0.36, 0.42, 0.35, 0.45]
}


2.
{
  "formula": "C24H31CoN3O",
  "method": "ωB97M-V/def2-TZVPD",
  "total_charge": 2,
  "orbital_gap_ev": [8.682, 8.730],
  "s_squared": 0.90,
  "de_lowest_kj_mol": 0.00,
  "fmax_ha_per_bohr": 0.0031,
  "multiplicity": 2,
  "molar_mass_g_mol": 436.5,
  "energy_ev": -69523.954,
  "species": ["Co", "C", "C", "C", "C", "C", "C", "C", "N", "C", "C", "C", "C", "C", "C", "C", "N", "C", "C", "C", "C", "H", "H", "H", "H", "H", "H", "H", "H", "H", "H", "H", "H", "H", "H", "H", "H", "H", "H", "H", "H", "H", "H", "H", "H", "O", "C", "C", "C", "C", "C", "C", "N", "H", "H", "H", "H", "H", "H", "H"],
  "xyz": [[-0.75, -1.47, 1.96], [-3.67, 4.01, -1.24], [-2.22, 3.55, -1.40], [-1.95, 3.22, -2.88], [-1.28, 4.67, -0.93], [-1.94, 2.30, -0.57], [-2.89, 1.69, 0.24], [-2.56, 0.56, 0.96], [-1.34, 0.01, 0.91], [-0.38, 0.61, 0.16], [-0.66, 1.73, -0.59], [0.94, -0.04, 0.26], [2.06, 0.33, -0.44], [3.27, -0.34, -0.26], [3.28, -1.39, 0.66], [2.12, -1.71, 1.33], [0.97, -1.06, 1.15], [4.50, 0.08, -1.05], [5.72, -0.77, -0.70], [4.81, 1.55, -0.71], [4.20, -0.06, -2.55], [-3.82, 4.90, -1.85], [-3.90, 4.29, -0.21], [-4.38, 3.26, -1.58], [-2.16, 4.10, -3.48], [-2.60, 2.42, -3.23], [-0.92, 2.93, -3.05], [-1.48, 5.57, -1.52], [-0.23, 4.41, -1.08], [-1.44, 4.91, 0.12], [-3.89, 2.08, 0.32], [-3.28, 0.07, 1.59], [0.12, 2.18, -1.18], [2.00, 1.15, -1.15], [4.17, -1.96, 0.85], [2.10, -2.53, 2.04], [6.00, -0.69, 0.35], [6.57, -0.43, -1.29], [5.56, -1.83, -0.95], [5.02, 1.68, 0.35], [3.99, 2.22, -0.99], [5.69, 1.87, -1.27], [3.96, -1.09, -2.81], [5.07, 0.24, -3.12], [3.37, 0.58, -2.86], [-0.29, -2.77, 3.36], [-1.14, -3.94, 3.52], [-2.21, -3.86, 2.47], [-3.15, -4.88, 2.35], [-4.09, -4.79, 1.34], [-4.06, -3.71, 0.47], [-3.11, -2.73, 0.66], [-2.20, -2.80, 1.65], [0.38, -2.72, 4.05], [-1.56, -3.95, 4.52], [-0.53, -4.84, 3.37], [-3.12, -5.72, 3.03], [-4.83, -5.57, 1.22], [-4.77, -3.62, -0.34], [-3.05, -1.88, 0.00]],
  "mulliken_charge": [-0.14, -2.13, 1.85, -1.52, -1.53, 0.36, -0.33, -0.73, -0.57, -0.28, 0.04, -0.05, 0.22, 0.32, -0.50, -0.47, -0.75, 1.88, -2.12, -1.52, -1.54, 0.42, 0.43, 0.44, 0.45, 0.39, 0.32, 0.46, 0.33, 0.38, 0.58, 0.62, 0.59, 0.59, 0.56, 0.51, 0.44, 0.42, 0.44, 0.39, 0.33, 0.45, 0.38, 0.46, 0.33, -0.44, -0.32, 0.65, -0.91, -0.23, -0.90, 0.00, -0.07, 0.31, 0.39, 0.41, 0.45, 0.45, 0.43, 0.56]
}


3.
{
  "formula": "C24H31F5NPS3Zn",
  "method": "ωB97M-V/def2-TZVPD",
  "total_charge": -2,
  "orbital_gap_ev": 5.630,
  "de_lowest_kj_mol": 19.43,
  "fmax_ha_per_bohr": 0.0082,
  "multiplicity": 1,
  "molar_mass_g_mol": 621.1,
  "energy_ev": -130684.300,
  "species": ["Zn", "S", "C", "C", "C", "C", "C", "C", "S", "H", "H", "H", "H", "C", "C", "C", "C", "P", "N", "C", "C", "C", "C", "C", "C", "C", "C", "H", "H", "H", "H", "H", "H", "H", "H", "H", "H", "H", "H", "H", "H", "H", "H", "H", "H", "H", "H", "H", "H", "H", "H", "H", "H", "H", "F", "C", "C", "F", "C", "F", "C", "S", "C", "F", "C", "F"],
  "xyz": [[0.38, -0.50, -0.25], [0.23, 0.83, 1.68], [1.89, 0.50, 2.17], [2.22, 0.61, 3.52], [3.50, 0.37, 4.00], [4.50, 0.01, 3.11], [4.20, -0.11, 1.76], [2.92, 0.13, 1.26], [2.65, -0.04, -0.47], [1.43, 0.88, 4.21], [3.71, 0.47, 5.06], [5.51, -0.19, 3.46], [4.97, -0.41, 1.06], [2.47, -3.76, 0.51], [1.08, -4.24, 0.96], [1.18, -5.74, 1.26], [0.77, -3.49, 2.26], [-0.20, -3.66, -0.36], [-0.51, -2.17, -0.27], [0.46, -4.19, -2.07], [1.08, -5.59, -2.20], [-0.69, -4.07, -3.08], [1.49, -3.14, -2.52], [-1.82, -4.62, -0.05], [-2.17, -4.48, 1.44], [-1.85, -6.11, -0.40], [-2.94, -3.90, -0.82], [3.16, -3.86, 1.36], [2.46, -2.71, 0.22], [2.87, -4.35, -0.31], [2.00, -5.91, 1.96], [1.38, -6.34, 0.37], [0.27, -6.13, 1.73], [1.68, -3.45, 2.87], [-0.01, -3.97, 2.85], [0.46, -2.46, 2.05], [0.41, -6.38, -1.87], [2.01, -5.68, -1.65], [1.31, -5.78, -3.26], [-1.42, -4.88, -2.99], [-0.27, -4.13, -4.09], [-1.19, -3.11, -2.98], [2.46, -3.24, -2.03], [1.11, -2.13, -2.33], [1.65, -3.24, -3.60], [-1.55, -5.10, 2.08], [-3.21, -4.79, 1.58], [-2.07, -3.44, 1.75], [-1.06, -6.68, 0.10], [-1.76, -6.28, -1.48], [-2.81, -6.54, -0.09], [-2.79, -2.82, -0.74], [-3.91, -4.17, -0.38], [-2.96, -4.16, -1.87], [2.21, 2.39, -7.08], [1.52, 1.89, -6.04], [1.19, 0.55, -5.99], [1.58, -0.26, -7.00], [0.48, 0.04, -4.92], [0.20, -1.27, -4.96], [0.05, 0.83, -3.84], [-0.88, 0.18, -2.54], [0.40, 2.19, -3.93], [0.04, 3.04, -2.98], [1.12, 2.71, -4.99], [1.42, 4.02, -5.04]],
  "mulliken_charge": [0.63, -0.56, 0.23, -0.65, -0.46, -0.51, -0.59, 0.35, -0.60, 0.36, 0.33, 0.32, 0.34, -1.68, 2.15, -1.99, -1.76, 1.25, -0.78, 2.28, -2.02, -1.99, -1.59, 2.07, -2.01, -1.86, -1.80, 0.66, 0.01, 0.23, 0.52, 0.25, 0.27, 0.50, 0.31, 0.23, 0.25, 0.29, 0.52, 0.24, 0.62, 0.35, 0.24, -0.12, 0.58, 0.25, 0.67, 0.33, 0.24, 0.24, 0.52, 0.32, 0.55, 0.31, -0.34, 0.67, -0.15, -0.34, 0.02, -0.32, 0.18, -0.35, 0.37, -0.33, 0.09, -0.32]
}